No. 1
The following is a quantum chemistry calculation of 2 unconnected molecules or ions with the total composition C4H8N2S2 at a distorted geometry, from OMol25.

Its structure (SMILES) is C/C=C(/C)S.N#[N+][S-]. The calculated total energy is -1062.99804 a.u. Its energy relative to the best compared isomer or geometry (same formula, charge and spin) is 256.5 kJ/mol.

```
! RIJCOSX wB97M-V def2-TZVPD def2/J DEFGRID3
* xyz 0 1
C -0.998 -1.838 0.380
C -0.371 -1.015 -0.673
C -0.487 0.317 -0.558
C 0.209 1.455 -1.219
S -1.780 1.142 0.444
H -1.558 -2.653 -0.146
H -1.757 -1.199 0.883
H -0.152 -2.136 0.972
H 0.153 -1.734 -1.248
H 0.835 0.936 -2.028
H 0.868 2.083 -0.531
H -0.558 2.017 -1.855
H -1.184 2.365 0.571
N 2.727 -0.436 0.632
N 2.303 -0.021 1.597
S 1.750 0.717 2.778
*
```

No. 2
The following is a quantum chemistry calculation of a gas-phase ion, C4H8N3 (charge +1) at a distorted geometry, from OMol25.

Its structure (SMILES) is Cc1[nH+]cnn1C. The calculated total energy is -321.14733 a.u. Its energy relative to the best compared isomer or geometry (same formula, charge and spin) is 378.0 kJ/mol.

```
! RIJCOSX wB97M-V def2-TZVPD def2/J DEFGRID3
* xyz 1 1
C -1.320 0.578 0.790
C -0.118 0.400 -0.013
N 0.754 1.398 -0.396
C 1.802 0.721 -1.056
N 1.672 -0.583 -0.914
N 0.442 -0.654 -0.525
C -0.281 -1.719 -0.011
H -1.065 0.634 1.852
H -1.957 -0.299 0.707
H -1.884 1.483 0.515
H 0.767 2.406 -0.316
H 2.533 1.449 -1.352
H 0.473 -2.216 0.645
H -0.803 -2.214 -0.836
H -1.015 -1.384 0.910
*
```

No. 3
The following is a quantum chemistry calculation of a gas-phase ion, C4H8N3 (charge +1) at a distorted geometry, from OMol25.

The calculated total energy is -321.01180 a.u. Its energy relative to the best compared isomer or geometry (same formula, charge and spin) is 733.8 kJ/mol.

```
! RIJCOSX wB97M-V def2-TZVPD def2/J DEFGRID3
* xyz 1 1
C -0.376 -0.710 0.068
C -1.343 -0.329 2.136
C -0.499 -1.403 -1.243
C 1.625 2.236 -0.257
N -1.233 -1.046 1.103
N 0.441 0.255 0.250
N 1.446 0.908 0.111
H -1.899 -0.886 2.888
H -0.246 -2.398 -1.335
H -1.596 -1.606 -1.628
H -0.032 -0.807 -2.102
H 0.627 2.771 -0.263
H 2.472 2.781 0.335
H 2.197 2.200 -1.133
H -1.583 -1.966 1.070
*
```

No. 4
The following is a quantum chemistry calculation of a molecular structure, C4H8N3 at a distorted geometry, from OMol25.

The calculated total energy is -321.05899 a.u. Its energy relative to the best compared isomer or geometry (same formula, charge and spin) is 610.0 kJ/mol.

```
! RIJCOSX wB97M-V def2-TZVPD def2/J DEFGRID3
* xyz 1 1
C -1.701 -0.031 -0.020
C -2.923 0.380 -0.002
C 0.464 -1.193 0.048
C 1.842 -0.495 0.275
N -0.462 -0.112 -0.067
N 0.695 1.304 0.223
N 1.758 0.797 -0.379
H -3.340 0.703 -0.963
H -3.550 0.644 0.770
H 0.437 -1.880 -0.740
H 0.185 -1.909 0.878
H 1.750 -0.419 1.383
H 2.689 -1.056 -0.053
H 0.278 2.228 -0.022
H 1.878 1.039 -1.331
*
```

No. 5
The following is a quantum chemistry calculation of a gas-phase ion, C4H8N3 (charge +1) at a distorted geometry, from OMol25.

The calculated total energy is -321.12043 a.u. Its energy relative to the best compared isomer or geometry (same formula, charge and spin) is 448.6 kJ/mol.

```
! RIJCOSX wB97M-V def2-TZVPD def2/J DEFGRID3
* xyz 1 1
C 2.925 0.342 0.159
C 1.187 -0.191 0.136
C -2.472 0.113 0.423
C -1.252 0.481 -0.414
N 1.828 1.021 0.342
N 2.298 -0.991 0.213
N -0.118 -0.491 -0.235
H 3.900 0.562 -0.002
H -2.442 -0.104 1.500
H -2.998 0.975 0.548
H -3.037 -0.575 -0.015
H -1.356 0.469 -1.541
H -0.801 1.550 -0.137
H 2.665 -1.760 -0.333
H -0.326 -1.398 -0.644
*
```

No. 6
The following is a quantum chemistry calculation of 2 unconnected molecules or ions with the total composition C4H8N3 at a distorted geometry, from OMol25.

The calculated total energy is -321.01056 a.u. Its energy relative to the best compared isomer or geometry (same formula, charge and spin) is 737.1 kJ/mol.

```
! RIJCOSX wB97M-V def2-TZVPD def2/J DEFGRID3
* xyz 1 1
C -2.881 -0.231 0.286
C -0.855 -0.551 -0.487
C 2.813 -0.944 0.292
C -1.213 1.695 0.561
N -2.804 -1.459 -0.121
N -1.618 -1.662 -0.609
N -1.600 0.359 0.151
H -3.756 0.279 0.607
H 3.786 -1.253 0.210
H 2.463 -0.273 -0.458
H 2.073 -0.948 1.172
H -0.603 1.735 1.371
H -0.991 2.261 -0.306
H -2.130 2.104 0.950
H -1.314 -2.489 -1.059
*
```

No. 7
The following is a quantum chemistry calculation of a molecular structure, C4H8N3 at a distorted geometry, from OMol25.

The calculated total energy is -321.00366 a.u. Its energy relative to the best compared isomer or geometry (same formula, charge and spin) is 755.2 kJ/mol.

```
! RIJCOSX wB97M-V def2-TZVPD def2/J DEFGRID3
* xyz 1 1
C 0.295 -1.252 -0.334
C -1.101 -1.311 -0.948
C 1.456 0.652 -0.211
C 0.109 1.198 0.274
N 1.121 -0.538 -0.963
N -0.160 -1.021 0.977
N -0.851 0.126 0.372
H -1.500 -1.000 -1.929
H -1.893 -1.821 -0.461
H 2.018 1.466 -0.751
H 1.960 0.344 0.744
H 0.107 1.719 1.261
H -0.190 1.838 -0.485
H 0.459 -0.533 1.705
H -1.829 0.133 0.748
*
```

No. 8
The following is a quantum chemistry calculation of a gas-phase ion, C4H8N3 (charge +1) at a distorted geometry, from OMol25.

Its structure (SMILES) is Cc1[nH+]cnn1C. The calculated total energy is -321.15001 a.u. Its energy relative to the best compared isomer or geometry (same formula, charge and spin) is 371.0 kJ/mol.

```
! RIJCOSX wB97M-V def2-TZVPD def2/J DEFGRID3
* xyz 1 1
C 0.873 0.814 -1.311
C 0.831 -0.168 -0.256
N 1.669 -0.980 0.339
C 0.999 -1.716 1.297
N -0.253 -1.334 1.387
N -0.489 -0.343 0.543
C -2.134 0.182 0.694
H 0.840 1.907 -0.942
H -0.035 0.763 -1.933
H 1.632 0.814 -2.226
H 2.628 -1.202 0.005
H 1.469 -2.452 1.757
H -2.661 -0.236 -0.218
H -2.326 1.298 0.798
H -2.253 -0.357 1.679
*
```

No. 9
The following is a quantum chemistry calculation of a gas-phase ion, C4H8N3 (charge +1) at a distorted geometry, from OMol25.

The calculated total energy is -320.98109 a.u. Its energy relative to the best compared isomer or geometry (same formula, charge and spin) is 288.3 kJ/mol.

```
! RIJCOSX wB97M-V def2-TZVPD def2/J DEFGRID3
* xyz 1 3
C -0.911 1.513 -0.932
C 0.989 0.713 0.289
C 1.910 0.231 1.254
C -1.336 -1.974 -0.434
N -1.480 0.393 -0.898
N 0.386 1.688 -0.264
N -1.233 -0.595 -0.215
H -1.265 2.198 -1.658
H 1.507 0.638 2.262
H 1.921 -0.856 1.429
H 2.810 0.672 0.999
H -2.405 -2.332 -0.426
H -0.827 -2.371 -1.196
H -0.841 -2.619 0.361
H 0.777 2.700 -0.572
*
```

No. 10
The following is a quantum chemistry calculation of 2 unconnected molecules or ions with the total composition C4H8N3O at a distorted geometry, from OMol25.

The calculated total energy is -396.26227 a.u. Its energy relative to the best compared isomer or geometry (same formula, charge and spin) is 719.3 kJ/mol.

```
! RIJCOSX wB97M-V def2-TZVPD def2/J DEFGRID3
* xyz 1 1
C -0.422 -1.821 0.532
C -1.750 -1.589 0.578
C 0.078 -0.559 -0.030
C -1.069 1.377 -1.016
N -0.996 0.142 -0.366
N 2.483 0.695 0.868
N 1.998 0.553 -0.309
O -2.122 -0.441 0.074
H 0.010 -2.847 0.854
H -2.653 -2.213 0.861
H -0.091 1.928 -0.852
H -1.198 1.326 -2.175
H -1.828 2.180 -0.731
H 1.859 1.247 1.402
H 3.307 0.200 1.233
H 2.394 -0.177 -0.923
*
```